[1]
{
  "formula": "C5H6N2O",
  "method": "ωB97M-V/def2-TZVPD",
  "symbols": ["C", "C", "C", "C", "C", "H", "H", "H", "H", "H", "H", "N", "N", "O"],
  "positions_angstrom": [[-1.580, -0.505, 0.162], [0.604, 0.973, -0.076], [1.313, -0.167, -0.228], [2.624, -0.177, -0.095], [3.818, -0.678, 0.255], [-3.531, -0.824, -0.275], [-3.074, 0.596, -0.799], [-1.460, 1.396, 1.031], [0.963, 1.913, 0.271], [0.446, -0.910, -0.777], [4.936, -0.695, 0.361], [-2.987, -0.156, 0.219], [-0.849, 0.818, -0.059], [-1.223, -1.583, 0.010]],
  "lowdin_charge": [-0.63, -0.13, -0.20, -0.18, 0.13, 0.04, 0.21, 0.28, 0.10, 0.19, 0.03, 0.04, -0.01, 0.13],
  "e_homo_ev": -8.176,
  "lumo_ev": 0.07
}



[2]
{
  "formula": "C5H6N2O",
  "method": "ωB97M-V/def2-TZVPD",
  "symbols": ["C", "C", "C", "C", "C", "H", "H", "H", "H", "H", "H", "N", "N", "O"],
  "positions_angstrom": [[-1.862, 0.221, -0.014], [-0.954, -1.000, 0.114], [2.169, 0.004, 0.089], [1.571, 1.165, -0.071], [0.161, 0.832, -0.336], [-2.579, 0.152, 0.897], [-2.365, 0.196, -1.014], [-0.469, -1.317, 1.076], [-1.490, -1.852, -0.424], [3.198, -0.197, 0.365], [2.047, 2.057, -0.101], [0.181, -0.566, -0.645], [-0.939, 1.344, 0.087], [1.330, -1.036, -0.024]],
  "lowdin_charge": [-0.21, -0.16, -0.11, 0.03, -0.31, 0.14, 0.12, 0.14, 0.13, 0.14, 0.07, -0.05, 0.10, -0.03],
  "e_homo_ev": -8.710,
  "lumo_ev": 1.00,
  "smiles": "C1=CC2=NCCN2O1"
}



[3]
{
  "formula": "C5H6N2O",
  "method": "ωB97M-V/def2-TZVPD",
  "symbols": ["C", "C", "C", "C", "C", "H", "H", "H", "H", "H", "H", "N", "N", "O"],
  "positions_angstrom": [[-1.168, -0.645, -0.377], [-1.633, 0.783, -0.436], [-0.286, 1.084, 0.205], [1.208, -1.021, 0.673], [2.237, -0.468, -0.364], [-1.850, 1.056, -1.499], [-2.470, 0.911, 0.133], [-0.316, 1.694, 1.084], [0.495, 1.499, -0.404], [0.899, -2.134, 0.556], [1.478, -0.985, 1.722], [-0.085, -0.297, 0.536], [2.975, 0.192, -1.052], [-1.485, -1.670, -0.776]],
  "lowdin_charge": [-0.48, -0.02, -0.17, -0.11, -0.14, 0.14, 0.09, 0.11, 0.10, 0.15, 0.10, -0.06, 0.12, 0.17],
  "e_homo_ev": -9.991,
  "lumo_ev": 0.74
}



[4]
{
  "formula": "C5H6N2O",
  "method": "ωB97M-V/def2-TZVPD",
  "symbols": ["C", "C", "C", "C", "C", "N", "N", "O", "H", "H", "H", "H", "H", "H"],
  "positions_angstrom": [[-1.002, 1.041, -0.037], [1.152, 1.149, 0.245], [0.174, 0.269, -0.131], [0.368, -1.090, -0.685], [-0.565, -2.137, -0.121], [-0.725, 2.276, 0.336], [0.563, 2.286, 0.564], [1.347, -1.450, -1.376], [-2.039, 0.875, -0.111], [2.205, 0.847, 0.406], [-1.398, -1.606, 0.344], [0.028, -2.933, 0.537], [-1.081, -2.728, -0.946], [0.974, 3.200, 0.974]],
  "mulliken_spin": [0.07, 0.09, 0.02, 0.67, 0.06, -0.01, 0.02, 0.98, 0.00, 0.00, 0.01, 0.05, 0.04, 0.00],
  "s_squared": 2.009,
  "e_homo_ev": [-6.067, -9.606],
  "lumo_ev": [0.90, -2.41],
  "multiplicity": 3
}



The calculation returns the following molar mass values, one per record and in order: 110.12 110.12 110.12 110.12 g/mol.